Computed, not measured: a 14-piece molecular cluster, H26NO16 overall, with the ωB97M-V functional and the def2-TZVPD basis.

Orbital gap = 9.1 eV
HOMO level = -6.94 eV
Relative energy (zero: lowest compared OMol25 entry of this formula, charge and spin) = 136.6 kJ/mol

Structure (ORCA input):
```
! wB97M-V def2-TZVPD RIJCOSX def2/J DEFGRID3
* xyz -1 1
H -3.74 -0.47 2.49
H -1.35 1.14 0.16
H -0.08 4.51 0.28
H 2.39 1.21 -4.00
O -0.54 -0.67 0.59
H 1.40 1.84 1.02
H -2.67 -0.16 1.45
O -1.81 1.89 0.54
H -0.62 -1.74 1.83
H -1.29 0.71 -3.18
O -1.33 0.04 -2.50
H -2.35 2.15 -0.15
O 3.85 -2.33 0.76
O -0.81 -2.49 2.48
O 2.48 0.82 -3.14
H -1.38 -2.26 -0.14
H 3.19 -1.65 0.84
O 1.49 -1.12 0.06
O 0.55 0.63 -0.74
O 1.05 -3.38 -1.61
H -1.12 0.41 3.25
H -0.36 2.97 0.41
H 3.22 3.59 -1.98
O -1.38 -3.12 -0.52
H -3.69 -1.46 -1.01
O 1.53 1.66 1.95
H -1.99 -3.10 -1.27
O -3.38 -0.67 -0.61
O -2.88 -0.08 2.37
H 0.12 -3.38 -1.55
H 2.14 2.77 -1.28
O 3.02 3.11 -1.15
H 4.21 -2.07 -0.12
H -2.58 -0.56 -1.13
N 0.52 -0.32 0.09
H 2.08 0.85 2.03
O 0.30 3.63 0.34
H 0.25 1.02 3.18
H -0.43 -3.27 2.08
O -0.31 0.49 3.69
H 1.29 -2.61 -1.12
H 1.63 1.13 -2.78
H -0.65 0.35 -1.90
*
```

=====

Computed, not measured: C37H49AsGeN5O3STi as an isolated structure, with the ωB97M-V functional and the def2-TZVPD basis.

Orbital gap (alpha / beta) = 6.2 / 7.8 eV
HOMO level (alpha / beta) = -8.54 / -10.81 eV
Relative energy (zero: lowest compared OMol25 entry of this formula, charge and spin) = 195.7 kJ/mol

Structure (ORCA input):
```
! wB97M-V def2-TZVPD RIJCOSX def2/J DEFGRID3
* xyz 1 3
H -2.71 -3.19 0.47
H 0.34 -9.67 -3.10
H -1.68 1.25 5.23
C 0.85 -7.32 -0.71
C -0.42 -9.77 -1.10
Ge 1.76 -5.56 -0.48
C -1.67 -1.95 -0.76
C 4.76 -0.97 1.80
H 0.15 -7.47 1.30
C 3.40 -1.16 1.70
C -0.81 -4.66 2.73
C 3.10 0.81 0.47
O 1.39 -0.96 -1.44
H -2.06 -0.34 -2.08
N -2.64 -2.85 -0.48
H 4.09 -6.14 1.45
H -3.13 3.02 -0.85
H -1.02 -1.92 5.32
H 0.13 -4.18 -1.96
C -1.60 -1.31 3.32
H 1.47 -7.52 -2.75
H 1.82 -2.68 -3.19
As -0.04 -0.17 2.84
C 0.28 -9.18 -2.14
C 4.52 -6.17 0.46
H 2.22 2.84 -1.94
H -1.74 3.95 -1.21
O -0.83 -1.64 0.11
H 3.11 0.36 5.08
C 1.92 -4.50 2.33
C 6.39 -6.60 -0.98
H 1.30 -5.03 -2.95
H 7.42 -6.89 -1.11
N -0.07 2.17 -0.53
H -0.91 -5.27 0.68
C 1.23 -0.43 4.36
H 1.65 -1.43 4.24
H 6.00 -6.44 -3.08
S -2.18 0.87 0.45
H 4.93 1.89 0.03
H 2.83 0.67 3.37
H -2.30 -1.93 -2.82
H -2.30 -0.70 5.28
N 0.85 1.33 0.03
H 5.38 -1.68 2.32
Ti 0.76 -0.67 0.43
H 2.05 -3.90 4.37
H -1.70 1.74 2.79
C 2.54 2.91 -0.90
C -1.91 -1.58 4.79
O 1.51 -2.52 0.06
H 3.66 -5.80 -2.79
H 6.38 0.34 1.24
H -1.41 2.95 4.89
C 1.39 -4.19 3.56
C 5.32 0.16 1.19
H 3.06 -3.37 -2.12
C 0.17 -7.94 0.33
C 0.91 -7.97 -1.94
C 4.50 1.03 0.52
C 0.03 -4.29 3.78
C 1.11 -4.91 1.29
H -0.06 1.93 5.37
H 0.28 2.95 -1.08
H 6.46 -6.71 1.16
C 3.71 -5.89 -0.64
C 1.63 -2.16 -1.14
N 2.58 -0.30 1.08
H 2.91 -2.02 2.15
H 1.97 1.60 4.59
C 2.35 0.61 4.35
C 5.85 -6.51 0.29
H -2.67 -2.36 4.86
C 2.00 -3.15 -2.21
H 0.71 -0.39 5.32
C -0.75 1.65 3.32
H 3.62 3.02 -0.91
C 1.19 -4.43 -2.05
C 4.27 -5.99 -1.91
H -3.41 -3.00 -1.10
H -0.66 -1.31 -2.53
C -0.98 1.96 4.79
H 2.99 -4.45 2.17
C 5.59 -6.35 -2.08
N -2.14 3.04 -1.03
H 2.12 3.82 -0.45
H -0.99 -9.61 0.96
H -1.87 -4.74 2.89
H -0.06 2.38 2.88
C -0.27 -4.96 1.49
H -0.92 -10.71 -1.25
C -1.67 -1.36 -2.14
H -2.47 -0.83 2.84
H -0.39 -4.11 4.76
H -1.40 -2.25 2.80
C -1.41 2.08 -0.39
C 2.15 1.68 -0.13
C -0.46 -9.15 0.14
*
```

=====

Computed, not measured: a 2-piece molecular cluster, C4H11NO overall, with the ωB97M-V functional and the def2-TZVPD basis.

Orbital gap = 9.0 eV
SMILES string = C/C=C(/C)N.O
HOMO level = -8.14 eV
Relative energy (zero: lowest compared OMol25 entry of this formula, charge and spin) = 100.1 kJ/mol

Structure (ORCA input):
```
! wB97M-V def2-TZVPD RIJCOSX def2/J DEFGRID3
* xyz 0 1
H -0.73 0.26 2.27
H -2.68 -2.31 -1.09
C -1.87 -1.60 -1.24
H -0.22 1.85 -0.89
H -0.40 0.47 -1.88
C -0.61 0.13 0.12
C -0.34 0.82 1.42
H 0.73 0.99 1.61
H 4.31 0.72 0.26
O 3.56 0.40 0.77
N -0.12 0.86 -0.99
H -2.08 -0.90 -2.05
H -1.71 -1.34 0.97
H 2.82 0.52 0.17
C -1.49 -0.88 0.02
H -1.05 -2.21 -1.59
H -0.76 1.84 1.39
*
```

=====

Computed, not measured: C59H52GeN3O6PPdS as an isolated structure, with the ωB97M-V functional and the def2-TZVPD basis.

Orbital gap (alpha / beta) = 7.0 / 6.5 eV
HOMO level (alpha / beta) = -7.21 / -7.27 eV

Structure (ORCA input):
```
! wB97M-V def2-TZVPD RIJCOSX def2/J DEFGRID3
* xyz 0 1
C 5.54 2.60 1.06
H -4.07 2.98 -3.92
H -0.04 0.24 3.10
H 0.64 -6.98 0.80
C 0.67 3.13 4.79
C -0.32 4.82 3.40
H 0.97 -3.24 -3.09
C -6.96 0.52 -0.18
O -2.67 -1.01 2.08
C -2.39 4.65 -1.50
H 2.41 -6.93 0.93
H 0.92 2.75 5.77
O 1.68 -1.28 -3.68
Ge 1.36 1.86 0.82
H -0.44 1.29 -1.54
H -4.05 1.23 -2.18
H 1.64 -7.86 -0.39
O 2.39 -4.26 2.11
H -0.35 4.86 5.54
H -4.46 3.59 1.22
N 1.25 -3.56 -2.17
H 4.01 -3.43 1.08
H 3.81 -7.17 -0.86
C 3.37 -4.13 -3.17
H -2.36 1.98 5.39
C -1.92 -1.25 -2.87
H -0.86 5.75 3.29
C 4.17 2.74 1.11
H -2.59 -1.48 -2.05
C -3.16 2.11 2.10
H -1.99 0.76 3.27
C 1.66 -3.11 2.38
C -2.82 2.34 4.47
H 6.18 3.47 1.15
H -4.88 4.76 3.33
H 3.23 -3.28 -3.82
H 7.19 1.24 0.83
P -2.97 1.15 0.56
C -2.43 -0.87 -4.09
H -1.92 3.85 0.43
H 1.67 0.35 -2.37
C -0.54 -1.46 -2.66
O -4.07 -3.00 2.13
C 0.82 -2.72 -1.18
H 1.73 -3.87 0.15
C -1.58 -0.68 -5.18
H 3.73 3.72 1.25
C 0.30 -1.18 -3.76
C 0.76 2.91 2.38
H 2.75 4.06 -0.85
H 3.29 -0.52 0.84
H 0.48 -0.66 -5.80
H 2.73 -1.01 -1.90
H -5.59 2.17 -0.21
N 1.41 -2.92 0.04
C 3.32 1.63 0.99
C 2.40 -4.39 -2.21
C -3.00 4.41 -2.72
H 1.07 3.65 -4.75
C 3.68 -6.31 -1.49
H 1.65 1.53 3.77
C 2.34 -0.43 -2.74
C -0.04 4.32 4.66
O -2.70 -2.49 0.16
H 5.25 -4.69 -4.03
H -0.50 1.93 -3.89
H 4.30 -4.94 1.97
H -1.90 5.60 -1.31
C -2.58 1.67 3.29
Pd -1.36 -0.63 0.18
C 1.57 -6.96 0.24
H 4.14 -3.40 2.85
H 5.55 -6.63 -2.50
C 3.79 -3.98 2.00
C -4.22 3.90 3.32
S -3.48 -1.98 1.31
C -2.39 3.67 -0.52
C -3.02 2.44 -0.74
C 1.14 2.64 -1.00
C 5.29 0.23 0.82
C 0.41 -0.72 2.91
C 1.22 -2.34 1.29
C 4.66 -6.00 -2.43
H 1.26 -0.31 -0.37
C -5.72 1.11 -0.02
C -3.63 3.46 4.50
C -4.60 0.35 0.35
H -3.50 -0.75 -4.21
C 0.75 -1.02 1.56
C -3.60 2.20 -1.98
C 2.55 -5.52 -1.39
C -0.22 -0.83 -4.99
C 6.11 1.34 0.89
C 1.39 -2.76 3.68
C 2.00 3.96 -2.84
C 3.91 0.37 0.87
C 2.02 3.60 -1.50
C 0.24 2.06 -1.89
H 3.18 0.04 -3.26
H -7.80 1.13 -0.48
C -3.60 3.18 -2.96
H -1.97 -0.40 -6.15
N -0.10 -1.83 -1.38
C 1.08 2.44 3.66
C -3.99 3.23 2.13
H -6.16 -2.64 0.72
C -7.13 -0.84 0.06
C 0.80 0.00 0.57
C 0.09 4.12 2.27
C -4.80 -1.00 0.64
O 1.51 -5.79 -0.55
C 4.50 -4.92 -3.28
H 2.70 4.69 -3.22
H -3.01 5.17 -3.49
H 0.42 -1.32 4.96
H -8.10 -1.29 -0.08
H -0.10 4.54 1.29
H 1.71 -3.40 4.49
C 1.09 3.37 -3.71
C -6.05 -1.59 0.49
H -3.81 3.98 5.43
C 0.20 2.42 -3.23
H 5.73 -0.76 0.71
C 0.69 -1.57 3.94
*
```